{"formula": "C39H56O33", "method": "ωB97M-V/def2-TZVPD", "gap_ev": 9.31, "spin_multiplicity": 1, "homo_ev": -9.7, "smiles": "C[C@H]1COC(=O)O1.C[C@H]1COC(=O)O1.C[C@H]1COC(=O)O1.C[C@H]1COC(=O)O1.C[C@H]1COC(=O)O1.C[C@H]1COC(=O)O1.O=C1OCCO1.O=C1OCCO1.O=C1OCCO1.O=C1OCCO1.O=C1OCCO1", "de_lowest_kcal_mol": 39.6, "total_energy_ev": -108919.780, "species": ["O", "O", "O", "O", "O", "O", "O", "O", "O", "O", "O", "O", "O", "O", "O", "O", "O", "O", "O", "O", "O", "O", "O", "O", "O", "O", "O", "O", "O", "O", "O", "O", "O", "C", "C", "C", "C", "C", "C", "C", "C", "C", "C", "C", "C", "C", "C", "C", "C", "C", "C", "C", "C", "C", "C", "C", "C", "C", "C", "C", "C", "C", "C", "C", "C", "C", "C", "C", "C", "C", "C", "C", "H", "H", "H", "H", "H", "H", "H", "H", "H", "H", "H", "H", "H", "H", "H", "H", "H", "H", "H", "H", "H", "H", "H", "H", "H", "H", "H", "H", "H", "H", "H", "H", "H", "H", "H", "H", "H", "H", "H", "H", "H", "H", "H", "H", "H", "H", "H", "H", "H", "H", "H", "H", "H", "H", "H", "H"], "coordinates": [[1.82, -5.24, 4.42], [2.81, -3.94, 2.86], [2.60, 3.37, -1.10], [-3.28, 2.33, 0.36], [0.73, 1.45, 5.58], [0.96, -5.07, 2.34], [-6.74, -2.87, -2.11], [2.60, -1.02, -0.36], [5.17, -2.30, -2.88], [0.60, -1.37, 0.57], [7.05, -0.52, -1.65], [1.23, 5.16, -0.91], [3.33, -3.27, -2.02], [2.13, -0.10, 4.75], [5.54, 0.97, -0.92], [-5.08, 0.81, 3.40], [-4.86, 3.10, -1.06], [-0.05, -0.40, 4.56], [-1.43, -3.29, -2.80], [6.41, -0.50, 0.52], [6.94, 0.10, -4.40], [-2.74, 2.98, -1.72], [0.79, 0.12, -1.08], [-4.43, 2.74, 4.31], [3.15, -2.12, -3.92], [-7.28, -0.93, -1.10], [6.06, 2.05, -3.76], [-5.20, -1.74, -0.89], [-2.92, 1.44, 3.34], [-2.66, -5.03, -2.02], [0.61, 3.21, -0.06], [4.77, 0.58, -4.83], [-1.20, -4.02, -0.69], [6.02, 0.83, -4.33], [-1.50, -0.48, 1.48], [1.44, -4.52, 1.10], [0.92, 0.42, 5.02], [-0.58, 0.10, -0.77], [1.96, -3.43, -2.39], [-7.29, 0.48, 0.78], [-3.42, 3.56, -2.83], [-6.54, 0.14, -0.48], [1.83, -2.41, -3.54], [1.61, 3.90, -0.70], [2.01, -1.39, 4.09], [3.95, 1.72, -4.72], [-0.96, 6.24, -0.94], [-2.20, 2.61, 3.68], [-5.19, -0.49, -0.21], [-2.69, -4.51, 1.07], [1.88, -4.81, 3.31], [-1.71, -5.11, 0.06], [4.82, 2.75, -3.95], [-1.74, -4.04, -1.94], [0.05, 5.45, -0.13], [2.65, 1.47, -3.95], [6.42, -0.05, -0.76], [0.48, -1.64, 4.14], [-3.61, 2.72, -0.71], [5.66, 0.39, 1.34], [2.85, -4.05, 1.42], [-2.42, -5.97, -0.97], [-3.19, 3.42, 4.53], [-0.75, -0.97, 0.29], [4.01, -2.52, -2.94], [-6.43, -1.95, -1.43], [-4.21, 1.58, 3.63], [-4.89, 3.60, -2.41], [6.53, 1.23, 2.24], [4.91, 1.29, 0.32], [-0.37, 4.07, 0.44], [1.46, -0.73, -0.28], [1.21, -1.55, -3.27], [1.24, -2.84, -4.35], [7.20, 1.89, 1.67], [-3.25, 4.46, 4.23], [0.21, -1.87, 3.11], [3.60, -4.79, 1.14], [-1.75, -6.73, -1.37], [-8.37, 0.62, 0.63], [-0.86, 7.31, -0.77], [-1.37, 3.85, 0.07], [0.82, -3.66, 0.84], [7.08, 0.68, 3.00], [2.19, 2.46, -3.96], [-3.55, -4.08, 0.54], [-3.23, 2.98, -3.73], [-3.16, -5.25, 1.72], [-1.97, 5.93, -0.69], [0.27, -2.45, 4.82], [-2.99, 4.54, -3.03], [4.47, 2.99, -2.95], [-3.01, 3.38, 5.60], [4.97, 2.33, 0.62], [-1.31, 2.35, 4.27], [-1.48, -1.17, 2.32], [-7.31, -0.37, 1.48], [2.85, 1.08, -2.95], [-1.84, 3.15, 2.81], [-2.57, -0.43, 1.29], [-1.21, -1.87, -0.10], [2.56, -2.11, 4.69], [1.37, -3.18, -1.52], [-6.88, 1.29, 1.38], [1.79, -4.43, -2.79], [-1.28, -0.05, -1.60], [4.93, -0.19, 1.91], [-0.51, 4.22, 1.51], [-4.85, -0.55, 0.82], [-0.93, 1.09, -0.45], [2.42, -1.21, 3.10], [-5.43, 2.82, -2.95], [3.74, 2.21, -5.67], [-0.81, 6.06, -2.01], [5.89, 1.90, 2.82], [5.00, 3.65, -4.54], [3.86, 1.00, 0.23], [-4.49, 0.20, -0.69], [-1.17, 0.50, 1.82], [-5.36, 4.57, -2.50], [-6.41, 0.99, -1.14], [3.10, -3.08, 0.99], [0.42, 6.08, 0.69], [-2.28, -3.67, 1.64], [2.05, 0.70, -4.43], [1.45, -5.28, 0.33], [-3.28, -6.51, -0.59], [-0.97, -5.55, 0.72]]}


{"formula": "C39H57Cl49N2O3", "method": "ωB97M-V/def2-TZVPD", "gap_ev": 7.43, "spin_multiplicity": 1, "homo_ev": -7.2, "total_energy_ev": -664079.410, "species": ["Cl", "Cl", "Cl", "Cl", "Cl", "Cl", "Cl", "Cl", "Cl", "Cl", "Cl", "Cl", "Cl", "Cl", "Cl", "Cl", "Cl", "Cl", "Cl", "Cl", "Cl", "Cl", "Cl", "Cl", "Cl", "Cl", "Cl", "Cl", "Cl", "Cl", "Cl", "Cl", "Cl", "Cl", "Cl", "Cl", "Cl", "Cl", "Cl", "Cl", "Cl", "Cl", "Cl", "Cl", "Cl", "Cl", "Cl", "Cl", "Cl", "O", "O", "O", "N", "N", "C", "C", "C", "C", "C", "C", "C", "C", "C", "C", "C", "C", "C", "C", "C", "C", "C", "C", "C", "C", "C", "C", "C", "C", "C", "C", "C", "C", "C", "C", "C", "C", "C", "C", "C", "C", "C", "C", "C", "H", "H", "H", "H", "H", "H", "H", "H", "H", "H", "H", "H", "H", "H", "H", "H", "H", "H", "H", "H", "H", "H", "H", "H", "H", "H", "H", "H", "H", "H", "H", "H", "H", "H", "H", "H", "H", "H", "H", "H", "H", "H", "H", "H", "H", "H", "H", "H", "H", "H", "H", "H", "H", "H", "H", "H", "H"], "coordinates": [[-0.36, 2.14, -6.36], [3.23, -4.47, -5.14], [-3.53, 3.85, -1.84], [-6.39, 5.96, -4.23], [-5.50, -3.46, 10.73], [0.79, -2.05, -7.32], [0.82, 2.32, -10.91], [-3.74, 0.87, 8.10], [10.22, 3.34, -3.37], [-3.84, -3.56, 8.34], [0.91, 0.68, -8.51], [3.51, -1.35, -6.61], [-5.08, -1.27, -0.44], [3.54, 2.23, -1.94], [8.91, 5.69, -1.20], [-1.42, 0.59, -10.26], [1.33, -0.41, -4.96], [-2.74, -4.36, 10.91], [4.99, 0.00, -0.75], [9.16, -2.07, -8.17], [-2.64, 0.08, 10.68], [6.88, 5.07, 0.80], [8.69, 3.95, -5.77], [8.31, 2.92, -0.53], [-5.18, 3.87, 0.55], [3.90, -6.91, 3.79], [-0.86, 2.31, -3.49], [-4.25, 4.17, -5.03], [4.25, -7.75, 1.03], [6.86, -0.89, -6.84], [-6.70, 3.09, -3.90], [4.51, 0.07, -3.62], [-2.46, 2.89, 0.71], [-2.28, 6.69, -4.42], [0.49, 4.50, -4.87], [4.77, 9.90, -1.78], [6.26, 7.68, -0.63], [-2.82, 6.88, -1.57], [4.93, -5.05, -7.42], [5.96, 6.10, -6.82], [-1.46, 9.05, -2.94], [4.82, 4.09, -5.06], [6.12, -4.50, -4.82], [-5.40, 0.97, 10.48], [5.78, 7.78, -3.49], [9.36, -1.24, -5.39], [7.42, 2.55, -3.56], [4.68, 3.74, -7.94], [1.70, -6.68, 1.91], [-0.26, -5.32, 4.86], [-3.74, -0.68, 4.47], [-1.96, -2.88, 3.10], [-2.94, -4.38, 5.78], [-4.50, -2.89, 3.67], [-0.73, 3.22, -5.01], [-4.91, -1.14, 1.38], [-3.67, -5.14, 3.42], [-2.82, -2.92, 1.94], [-3.76, 1.17, 9.84], [-0.11, 0.80, 0.90], [8.42, 4.58, 0.09], [-6.00, 4.37, -4.90], [-1.84, -0.58, -0.93], [-0.71, -1.53, -0.31], [0.61, 0.91, 4.76], [0.34, 0.78, -10.18], [-3.53, 4.05, -0.08], [1.90, -1.73, -5.98], [-4.06, -3.82, 2.54], [-5.15, -4.41, 1.55], [6.08, 8.74, -2.03], [-0.78, 2.92, 3.61], [-2.67, 7.78, -3.09], [-0.10, -3.92, 4.45], [-0.76, -3.64, 3.01], [1.50, -3.71, 4.31], [-3.87, -3.27, 10.09], [4.67, 4.91, -6.62], [0.23, 1.69, 3.41], [-3.51, -1.47, 2.01], [0.79, 1.33, 2.13], [-6.69, 0.66, 2.30], [4.82, 1.04, -2.18], [-1.07, -3.06, -0.16], [-5.21, 0.42, 1.74], [-2.40, -3.51, 0.55], [-3.88, -1.53, 3.59], [8.29, -1.91, -6.64], [-3.86, -4.88, 5.00], [8.62, 3.77, -4.01], [3.11, -7.62, 2.38], [-0.13, -0.82, 1.00], [4.74, -5.22, -5.67], [0.80, -0.02, -10.75], [1.92, 1.40, 2.05], [-3.27, -3.33, -0.18], [-4.84, -5.20, 5.47], [-6.43, 4.30, -5.90], [-4.44, -5.95, 3.18], [5.76, 1.57, -2.32], [-4.38, 0.86, 2.39], [-1.35, 0.26, -1.51], [-2.50, -0.08, -0.14], [3.71, 5.44, -6.64], [-0.89, 3.54, 2.66], [-0.18, -3.57, 0.37], [1.86, -4.33, 3.41], [-2.48, -1.17, -1.65], [-6.97, -0.14, 3.06], [-0.36, 3.53, 4.47], [-5.41, -3.77, 0.66], [-1.69, 3.68, -5.20], [-0.41, -5.25, 5.82], [-2.37, -4.66, 0.66], [4.70, -6.28, -5.43], [-2.78, -0.60, 1.94], [0.11, -0.12, 4.81], [-6.70, 1.69, 2.80], [-0.86, -4.66, 2.48], [0.07, -3.10, 2.42], [1.95, -4.25, 5.22], [7.97, -2.90, -6.32], [-1.81, 2.55, 3.95], [2.78, -8.63, 2.64], [1.98, -2.63, -5.37], [-3.54, -2.25, 10.27], [-2.66, -5.58, 3.17], [-3.63, 8.24, -3.30], [-0.68, -1.05, 1.96], [1.74, 0.83, 4.87], [-3.36, -4.34, 6.73], [-0.54, -3.18, 5.19], [-5.15, 1.01, 0.75], [1.80, -2.62, 4.25], [-6.12, -4.67, 2.08], [0.15, -1.49, -1.07], [7.00, 9.29, -2.17], [-7.42, 0.69, 1.43], [-4.76, -5.40, 1.13], [-5.53, -2.82, 3.66], [0.25, 1.18, -0.10], [-1.17, 1.14, 1.14], [-5.80, -1.70, 1.82], [-1.06, -3.52, -1.22], [9.18, 4.60, 0.86], [-3.45, 2.19, 10.02], [8.33, 4.72, -3.58], [-3.18, 5.05, 0.15], [0.22, 1.50, 5.65], [0.97, -1.15, 1.07]]}


{"formula": "C39H57IrN7O2", "method": "ωB97M-V/def2-TZVPD", "gap_ev": [7.15, 6.27], "spin_multiplicity": 2, "homo_ev": [-13.6, -14.1], "de_lowest_kcal_mol": 0.0, "total_energy_ev": -58717.256, "s_squared": 0.7984, "charge": 2, "species": ["Ir", "O", "O", "N", "N", "N", "N", "N", "N", "N", "C", "C", "C", "C", "C", "C", "C", "C", "C", "C", "C", "C", "C", "C", "C", "C", "C", "C", "C", "C", "C", "C", "C", "C", "C", "C", "C", "C", "C", "C", "C", "C", "C", "C", "C", "C", "C", "C", "C", "H", "H", "H", "H", "H", "H", "H", "H", "H", "H", "H", "H", "H", "H", "H", "H", "H", "H", "H", "H", "H", "H", "H", "H", "H", "H", "H", "H", "H", "H", "H", "H", "H", "H", "H", "H", "H", "H", "H", "H", "H", "H", "H", "H", "H", "H", "H", "H", "H", "H", "H", "H", "H", "H", "H", "H", "H"], "coordinates": [[0.10, -0.51, 0.36], [6.50, 3.28, 1.75], [5.04, 3.74, 3.27], [1.03, 1.37, 0.86], [2.16, -0.95, 0.32], [5.44, 3.13, 2.31], [1.60, 0.87, -3.63], [0.51, -1.25, -3.97], [-0.80, 0.76, -3.82], [0.29, -0.12, -1.80], [0.39, 1.55, -4.11], [-1.70, 5.09, 0.79], [-2.25, -4.46, 0.94], [-0.80, 5.27, -1.54], [0.16, -4.76, 0.45], [-0.91, 0.58, -2.39], [2.97, 0.04, 0.75], [-1.39, -4.08, -1.37], [2.46, 3.49, 2.15], [1.14, 3.61, 1.93], [3.14, 2.32, 1.66], [-3.13, 0.46, 1.51], [0.34, 2.64, 1.14], [-2.99, 1.68, 2.41], [4.91, -1.36, 0.45], [-0.51, 4.80, -0.12], [0.03, 0.96, 3.98], [4.35, -0.12, 0.83], [-1.90, -1.43, 0.35], [1.51, 0.69, -2.21], [-0.29, -2.07, 1.80], [-0.16, 3.30, -0.17], [4.07, -2.35, 0.01], [0.66, -1.38, 4.31], [-1.69, -0.73, 4.70], [0.39, -1.43, -2.55], [2.70, -2.11, -0.04], [-0.95, -2.47, 0.59], [2.33, 1.29, 1.08], [-0.47, -0.47, 3.79], [-1.07, -3.92, 0.12], [-0.68, -0.55, -4.46], [-3.57, 0.97, 0.13], [4.53, 2.10, 1.74], [-0.85, -0.89, 2.35], [5.14, 0.96, 1.32], [-1.91, -0.46, 1.40], [-4.27, -0.44, 2.05], [1.69, -0.44, -4.27], [-2.59, -1.44, -0.48], [1.58, -1.26, 3.73], [0.07, 5.16, -2.19], [0.61, 4.47, 2.32], [-1.00, 1.54, -1.91], [1.05, -4.44, -0.08], [-0.60, -0.41, -5.54], [6.22, 0.87, 1.38], [-0.55, 2.38, 1.71], [0.38, -4.77, 1.52], [2.58, -0.96, -3.92], [-0.72, 1.72, 3.76], [-2.20, -3.42, -1.69], [2.39, 0.15, -1.86], [-2.06, -4.38, 2.01], [-1.53, 4.77, 1.83], [1.45, 1.65, -1.71], [-1.06, 2.76, -0.48], [-3.99, 2.08, 2.62], [-2.76, 1.51, -0.37], [0.88, -1.10, 5.34], [-1.38, -0.60, 5.74], [-0.52, -3.91, -2.00], [-1.72, -5.10, -1.55], [2.01, -2.87, -0.38], [-1.91, 6.16, 0.82], [-4.11, -0.75, 3.08], [4.45, -3.32, -0.30], [-2.45, 2.48, 1.90], [0.36, 5.35, 0.24], [-2.06, -1.75, 4.59], [-4.39, 1.66, 0.26], [0.30, 1.09, 5.03], [1.77, -0.31, -5.35], [0.60, 3.17, -0.95], [3.00, 4.24, 2.70], [-0.50, -2.00, -2.32], [-1.08, 6.32, -1.55], [-2.41, -5.51, 0.71], [-3.18, -3.92, 0.72], [0.31, 2.53, -3.62], [0.38, -2.44, 4.32], [5.98, -1.51, 0.50], [-0.02, -5.80, 0.16], [0.93, 1.15, 3.39], [-3.93, 0.17, -0.52], [-4.38, -1.34, 1.44], [-1.57, -1.14, -4.25], [0.47, 1.70, -5.18], [-1.79, -0.03, -2.16], [-2.59, 4.59, 0.43], [-1.63, 4.71, -1.98], [0.53, -2.61, 2.23], [-2.50, -0.04, 4.51], [-2.52, 1.49, 3.36], [-5.21, 0.11, 2.00], [1.27, -1.96, -2.18]]}


{"formula": "C39H57N10NiOS2Si", "method": "ωB97M-V/def2-TZVPD", "gap_ev": [6.07, 7.75], "spin_multiplicity": 3, "homo_ev": [-8.0, -9.7], "de_lowest_kcal_mol": 13.3, "total_energy_ev": -128899.501, "s_squared": 2.0079, "charge": 1, "species": ["Ni", "S", "S", "Si", "O", "N", "N", "N", "N", "N", "N", "N", "N", "N", "N", "C", "C", "C", "C", "C", "C", "C", "C", "C", "C", "C", "C", "C", "C", "C", "C", "C", "C", "C", "C", "C", "C", "C", "C", "C", "C", "C", "C", "C", "C", "C", "C", "C", "C", "C", "C", "C", "C", "C", "H", "H", "H", "H", "H", "H", "H", "H", "H", "H", "H", "H", "H", "H", "H", "H", "H", "H", "H", "H", "H", "H", "H", "H", "H", "H", "H", "H", "H", "H", "H", "H", "H", "H", "H", "H", "H", "H", "H", "H", "H", "H", "H", "H", "H", "H", "H", "H", "H", "H", "H", "H", "H", "H", "H", "H", "H"], "coordinates": [[0.00, 0.03, 0.28], [2.77, -1.32, -0.10], [-1.86, -0.48, 4.05], [1.72, 2.33, -1.91], [2.89, -0.81, -1.47], [0.18, -0.27, 5.76], [0.98, -0.48, 2.33], [-1.48, -1.47, -2.00], [-0.77, 0.84, -1.78], [0.87, -0.41, 3.72], [-4.23, 0.39, 1.21], [1.53, -0.26, 5.82], [-2.54, 0.24, -3.34], [-1.91, 0.46, 0.71], [-3.00, -1.55, 1.04], [-2.31, -0.22, -4.69], [3.38, 2.00, -2.77], [-4.91, 0.14, 2.47], [3.08, -3.66, -1.49], [2.79, -3.12, -0.25], [3.36, -0.40, 4.17], [1.80, 2.08, -0.01], [2.60, -5.84, -0.63], [-2.17, 4.61, 1.05], [-0.18, -1.97, -1.64], [-1.42, 2.13, -1.64], [2.99, -5.02, -1.69], [-2.38, -2.46, -2.54], [4.99, 0.18, 0.42], [6.15, 0.55, 1.07], [-1.79, -2.29, 1.29], [-2.04, 4.03, -0.24], [-2.22, 4.81, -1.40], [6.76, -0.33, 1.95], [1.94, -0.35, 4.60], [2.39, -3.93, 0.80], [-2.08, 4.24, -2.63], [-4.19, -2.35, 0.94], [-1.74, 2.65, -0.36], [0.47, 1.02, -2.60], [4.42, -1.05, 0.67], [1.24, 4.15, -2.21], [-2.05, 3.84, 2.18], [2.31, -5.30, 0.61], [6.20, -1.58, 2.17], [5.02, -1.94, 1.54], [-4.63, 1.65, 0.63], [-0.28, -0.37, 4.49], [-1.82, 1.85, 0.82], [-3.90, 0.65, -3.06], [-1.63, 2.93, -2.75], [-1.67, -0.13, -2.32], [-1.92, 2.46, 2.06], [-3.00, -0.19, 1.01], [-1.29, -0.56, -4.79], [4.53, 0.84, -0.31], [2.12, 4.78, -2.11], [-4.42, -0.66, 3.02], [3.21, -5.45, -2.65], [-2.40, -3.31, -1.86], [0.85, 4.31, -3.21], [-1.77, -2.63, 2.33], [-2.98, -1.04, -4.98], [2.01, -5.94, 1.42], [-0.28, -2.96, -1.19], [-4.88, 1.04, 3.08], [0.21, 1.27, -3.63], [4.59, -2.92, 1.72], [-1.44, 2.55, -3.74], [-1.74, -3.15, 0.63], [-5.03, -1.74, 0.59], [-2.28, 4.82, -3.52], [3.67, 0.96, -2.69], [-4.12, 1.84, -0.31], [-2.12, 4.30, 3.15], [-2.48, 0.61, -5.38], [-4.46, 2.49, 1.30], [6.68, -2.27, 2.84], [-1.96, 1.84, 2.94], [3.58, 0.39, 3.45], [2.16, -3.50, 1.77], [1.72, 0.17, 2.04], [-4.62, 0.00, -3.59], [-2.49, 5.85, -1.30], [-0.39, -0.22, 6.59], [-4.07, 1.68, -3.38], [1.91, 3.02, 0.52], [2.64, 1.45, 0.27], [0.85, 1.62, 0.36], [-2.36, 5.66, 1.12], [0.29, -1.29, -0.90], [1.26, -1.43, 2.07], [-4.10, 0.58, -1.99], [-5.95, -0.13, 2.29], [3.32, 2.25, -3.82], [3.37, -2.99, -2.29], [-0.93, -1.63, 1.12], [-3.38, -2.05, -2.62], [2.52, -6.91, -0.78], [3.98, -0.28, 5.05], [0.50, -2.06, -2.49], [0.50, 4.51, -1.51], [-2.06, -2.82, -3.52], [-4.46, -2.81, 1.89], [6.58, 1.53, 0.89], [7.67, -0.04, 2.45], [-4.02, -3.15, 0.21], [4.17, 2.61, -2.34], [-5.71, 1.59, 0.42], [1.00, 0.06, -2.64], [3.59, -1.36, 3.70]]}


The records above yield M values of 1052.844; 2339.093; 848.149; 832.867 g mol⁻¹, respectively.
The records above yield largest force on an atom values of 0.0555; 0.0707; 0.0080; 0.0340 Eh/bohr, respectively.